# 1
Density functional theory data (the ωB97M-V functional and the def2-TZVPD basis) for a molecular structure, C30H32MnN4O5S at a distorted geometry.

Cartesian coordinates (Å):
Mn 0.7818 -0.2061 0.2587
C -0.1550 2.6800 0.9686
N -0.1604 1.3570 1.6396
C -1.5353 0.9946 2.0652
C 0.7731 1.4064 2.7239
C 0.4598 1.9595 3.9494
C 1.5025 2.2529 4.8557
C 2.8292 1.9871 4.5126
C 3.1471 1.4089 3.2876
C 2.1148 1.0252 2.4197
N 2.3187 0.3884 1.2235
C 3.4625 -0.1435 0.6882
C 4.5513 -0.5775 1.4437
C 5.7502 -0.8938 0.7943
C 5.8384 -0.8678 -0.6059
C 4.6926 -0.5849 -1.3816
C 3.5121 -0.2711 -0.7372
N 2.2794 -0.0896 -1.4447
C 2.0105 -1.1611 -2.4562
C 2.2318 1.2353 -2.1401
H -0.5270 3.4901 1.6172
H -0.8029 2.5955 0.0843
H 0.8638 2.9258 0.6326
H -2.0274 1.8007 2.6451
H -1.5219 0.0664 2.6608
H -2.1245 0.8163 1.1598
H -0.5711 2.2191 4.1733
H 1.2565 2.6615 5.8293
H 3.6229 2.2343 5.2166
H 4.1652 1.2687 2.9573
H 4.4168 -0.6436 2.5245
H 6.6390 -1.1457 1.3636
H 6.7989 -1.0643 -1.0821
H 4.7192 -0.6020 -2.4727
H 2.7293 -1.1138 -3.2950
H 0.9851 -1.0230 -2.8273
H 2.0931 -2.1310 -1.9619
H 3.0713 1.3622 -2.8504
H 2.2588 2.0441 -1.3936
H 1.2886 1.2772 -2.6893
O 0.4840 -1.8144 1.6158
C -0.3088 -2.7840 1.4198
C -1.0738 -3.0597 0.2429
C -1.7443 -4.2642 0.1503
C -2.3683 -4.5844 -1.0601
C -2.3690 -3.7343 -2.1909
C -1.7307 -2.5255 -2.0751
C -1.1003 -2.1459 -0.8804
O -0.6196 -0.9306 -0.8477
N -2.9994 -5.8770 -1.1652
O -3.0498 -6.5626 -0.1087
O -3.4192 -6.2224 -2.3048
H -0.4324 -3.5281 2.2175
H -1.7815 -4.9498 0.9879
H -2.8617 -4.0628 -3.1067
H -1.7176 -1.7509 -2.8361
C -1.6235 3.0328 -3.1646
S -1.3439 1.5574 -2.1907
O -1.2634 0.4208 -3.1970
C -2.9126 1.4730 -1.3546
C -3.4426 2.5957 -0.7161
C -4.6378 2.4786 0.0240
C -5.3035 1.2498 0.1281
C -4.7692 0.1413 -0.5445
C -3.6102 0.2610 -1.3270
H -2.6339 2.9634 -3.6046
H -0.8708 3.0344 -3.9600
H -1.5375 3.9345 -2.5409
H -2.9341 3.5560 -0.7573
H -5.0297 3.3530 0.5349
H -6.2112 1.1638 0.7148
H -5.2622 -0.8141 -0.5009
H -3.2610 -0.5434 -1.9590

Computed properties:
Charge: +1
Max |F| (hartree/bohr): 0.063
Gap between HOMO and LUMO (spin up / spin down) (eV): 5.40 / 6.48
2S+1: 5
Total energy (hartree): -3306.483079
HOMO energy (spin up / spin down) (eV): -10.162 / -10.359
LUMO level (spin up / spin down) (eV): -4.77 / -3.87

Atom charges from the Löwdin analysis, given in e for atoms 1 to 2: 1.0813 -0.0389

---

# 2
Density functional theory data (the ωB97M-V functional and the def2-TZVPD basis) for a single C5H4O3 molecule at a distorted geometry.

Cartesian coordinates (Å):
C 1.1675 0.2978 0.0131
C -1.1487 1.3122 0.1837
C -1.8328 0.0846 0.0438
C -0.8179 -0.8928 0.2359
C 0.2005 -0.6351 -0.7292
H -1.7782 2.2552 0.3689
H -2.9046 0.0473 0.2941
H -0.7060 -1.0820 1.4258
H -0.1031 -0.0943 -1.5897
O 2.3806 0.2779 0.2208
O 0.2988 1.3672 0.5494
O -0.1693 -1.9110 -0.6432

Computed properties:
Charge: 0
Max |F| (hartree/bohr): 0.092
Gap between HOMO and LUMO (eV): 10.19
2S+1: 1
Total energy (hartree): -418.457491
HOMO energy (eV): -9.880
LUMO level (eV): 0.31
Energy relative to the best compared isomer or geometry (same formula, charge and spin) (eV): 5.560

Atom charges from the Löwdin analysis, given in e for atoms 1 to 2: -0.2755 -0.0137

---

# 3
Density functional theory data (the ωB97M-V functional and the def2-TZVPD basis) for a molecular structure, C14H17BN9OPt.

Cartesian coordinates (Å):
Pt -0.3397 -0.3598 -0.0104
C -1.8709 3.0344 -1.8344
C -1.5825 2.2827 -0.7114
N -0.8983 1.1903 -1.1098
N -0.7652 1.2078 -2.4469
C -1.3506 2.3174 -2.9062
B -0.0050 0.0412 -3.1148
N -0.7700 -1.2444 -2.7470
C -1.2817 -2.2359 -3.4854
C -1.8261 -3.2002 -2.6453
C -1.6144 -2.7329 -1.3645
N -0.9818 -1.5421 -1.4466
N 1.3565 -0.0253 -2.3304
C 2.6350 0.0171 -2.7099
C 3.4577 -0.0455 -1.5878
C 2.6048 -0.1441 -0.5054
N 1.3453 -0.1074 -0.9817
H -2.4067 3.9678 -1.8700
H -1.8332 2.4474 0.3248
H -1.3658 2.5254 -3.9650
H 0.1440 0.1759 -4.2787
H -1.2255 -2.1975 -4.5623
H -2.3116 -4.1171 -2.9325
H -1.8683 -3.1625 -0.4080
H 2.8836 0.0839 -3.7581
H 4.5344 -0.0387 -1.5636
H 2.8124 -0.2499 0.5470
C -0.6258 -2.1307 4.3868
N -0.1819 -0.8430 3.7807
C 0.2649 0.2201 4.5422
C 0.6623 1.3810 3.9828
C 0.6181 1.5271 2.5636
N 0.1601 0.4707 1.8484
C -0.2116 -0.6709 2.4727
O -0.6098 -1.5744 1.6231
N 0.9990 2.6275 1.9515
H -0.4232 -2.0784 5.4520
H -0.0589 -2.9438 3.9421
H -1.6915 -2.2555 4.2145
H 0.2769 0.0546 5.6114
H 1.0142 2.1919 4.6050
H 1.3418 3.4182 2.4811
H 0.9891 2.7176 0.9464

Computed properties:
Charge: +3
Max |F| (hartree/bohr): 0.011
Gap between HOMO and LUMO (eV): 6.19
2S+1: 1
Total energy (hartree): -1254.936617
HOMO energy (eV): -19.032
LUMO level (eV): -12.84

Atom charges from the Löwdin analysis, given in e for atoms 1 to 2: 1.7025 0.0265

---

# 4
Density functional theory data (the ωB97M-V functional and the def2-TZVPD basis) for a gas-phase ion, C8H11N2O (charge +1) at a distorted geometry.

Cartesian coordinates (Å):
C -2.9786 -0.6825 -0.7423
C -2.2935 -1.4065 -1.6367
C -1.9719 -0.0562 0.1088
C -0.7793 -0.4237 -0.4631
C 0.8032 -0.1861 -0.0694
C 2.7050 0.6072 0.9410
C 3.0856 -0.1262 -0.3709
C -2.3201 1.0578 1.1054
N 1.2407 0.5253 0.9161
N 1.7686 -0.5624 -0.8665
O -1.0096 -1.3353 -1.4900
H -3.9681 -0.4647 -0.5265
H -2.6497 -2.0457 -2.3562
H 2.8991 0.1312 1.9411
H 3.1095 1.7603 0.9434
H 3.4025 0.4503 -1.2990
H 3.6298 -1.1111 -0.3300
H -3.3070 1.4752 1.0726
H -1.9878 0.7640 2.1413
H -1.8299 1.9430 0.9355
H 0.6673 1.1192 1.4425
H 1.7843 -1.4332 -1.3972

Computed properties:
Charge: +1
Max |F| (hartree/bohr): 0.113
Gap between HOMO and LUMO (eV): 9.44
2S+1: 1
Total energy (hartree): -495.883971
HOMO energy (eV): -12.813
LUMO level (eV): -3.38
Energy relative to the best compared isomer or geometry (same formula, charge and spin) (eV): 2.682

Atom charges from the Löwdin analysis, given in e for atoms 1 to 2: 0.0329 -0.1187

---

# 5
Density functional theory data (the ωB97M-V functional and the def2-TZVPD basis) for a single C3H3N5 molecule at a distorted geometry.

Cartesian coordinates (Å):
C 0.2086 -0.6577 -0.7335
C 0.6824 -0.8591 0.7345
C -1.3977 0.8413 0.0937
H 1.5686 -1.0917 -2.0625
H 0.7051 -1.8479 1.1799
H -2.4758 1.1029 0.2760
N 0.6233 -0.6200 -1.9450
N 0.9066 0.1675 1.4769
N 0.7019 1.4010 1.0796
N -0.3948 1.7564 0.4489
N -1.1282 -0.1928 -0.5485

Computed properties:
Charge: 0
Max |F| (hartree/bohr): 0.069
Gap between HOMO and LUMO (eV): 8.86
2S+1: 1
Total energy (hartree): -389.748709
HOMO energy (eV): -9.700
LUMO level (eV): -0.84
Energy relative to the best compared isomer or geometry (same formula, charge and spin) (eV): 3.265

Atom charges from the Löwdin analysis, given in e for atoms 1 to 2: -0.3965 -0.0249

---

# 6
Density functional theory data (the ωB97M-V functional and the def2-TZVPD basis) for 2 unconnected molecules or ions with the total composition C6H15N3O3 at a distorted geometry.

Cartesian coordinates (Å):
C -1.7372 -0.1484 0.2273
C -3.0992 0.4957 0.3986
C -4.2165 -0.1191 -0.3653
C 2.1121 2.0397 -0.5814
C 2.2875 0.6610 0.0347
C 4.3451 -1.7785 0.2512
H -1.1449 0.6199 1.9434
H -1.3591 -0.0559 -0.7959
H -1.8131 -1.2085 0.4499
H -3.3918 0.4461 1.4564
H -3.0223 1.5515 0.1132
H -4.3081 0.0413 -1.4417
H -6.7929 -1.4490 -0.0654
H 1.4891 1.9881 -1.4826
H 3.1146 2.4299 -0.8967
H 1.6271 2.6789 0.1503
H 1.3144 0.1463 0.1600
H 2.7888 0.7411 1.0063
H 2.8488 -2.0697 -1.0988
H 4.3405 -2.8313 0.5509
H 5.0040 -0.0962 0.0385
N -5.0917 -0.7870 0.2645
N 3.0851 -1.4500 -0.3267
N 5.3172 -0.9761 0.4313
O -0.7554 0.4853 1.0646
O -6.0554 -1.2327 -0.6505
O 3.1132 -0.1223 -0.8360

Computed properties:
Charge: 0
Max |F| (hartree/bohr): 0.028
Gap between HOMO and LUMO (eV): 10.31
2S+1: 1
Total energy (hartree): -627.454173
HOMO energy (eV): -9.571
LUMO level (eV): 0.74
Energy relative to the best compared isomer or geometry (same formula, charge and spin) (eV): 5.803

Atom charges from the Löwdin analysis, given in e for atoms 1 to 2: -0.2506 -0.1806